No. 1
203
Properties=species:S:1:pos:R:3 method="wB97M-V/def2-TZVPD" total_charge=-1 max_force_ev_per_a=4.3 spin_multiplicity=2 orbital_gap_ev="1.3 / 8.1" e_lumo_ev="1.78 / 1.76" homo_energy_ev="0.4508 / -6.3532"
C 2.7359 -3.2024 -1.7071
C 2.3322 -2.9008 -3.1463
O 3.3827 -3.1177 -4.0267
H 3.6838 -2.7942 -1.3564
H 2.9047 -4.2792 -1.7149
H 1.8596 -3.0062 -1.0894
H 1.8096 -1.9449 -3.1805
H 1.5324 -3.6018 -3.3848
H 3.1109 -3.7667 -4.6799
C 5.2001 -0.4236 -0.7691
C 6.1763 -0.7950 -1.9476
O 6.3614 0.2850 -2.7942
H 4.9937 -1.3045 -0.1612
H 4.2160 -0.1283 -1.1329
H 5.6504 0.3649 -0.1660
H 5.6952 -1.6460 -2.4297
H 7.0800 -1.1207 -1.4326
H 5.5580 0.5010 -3.2733
C -3.3542 4.1247 -0.6926
C -4.9052 4.3010 -0.5125
O -5.2400 5.5995 -0.0255
H -2.9323 4.4578 0.2557
H -2.9385 4.8051 -1.4358
H -2.9507 3.1580 -0.9940
H -5.3739 3.6081 0.1862
H -5.2735 4.1073 -1.5200
H -6.1752 5.5781 0.1899
C -0.1743 1.7536 0.1055
C 0.9936 1.6072 1.0914
C 1.3883 0.1515 1.0850
O 0.2753 -0.6725 1.4442
C 0.4307 -2.0544 1.6648
N 1.9729 2.5787 0.6615
H -0.5715 2.7652 0.1892
H -1.0450 1.0979 0.1159
H 0.0815 1.7724 -0.9539
H 0.7001 1.8688 2.1080
H 2.3238 -0.0562 1.6043
H 1.5557 -0.2424 0.0825
H 1.3252 -2.2874 2.2425
H 0.7566 -2.4166 0.6898
H -0.4690 -2.4827 2.1067
H 2.5675 2.8010 1.4471
H 1.4592 3.4429 0.5642
C -2.8501 0.0774 1.9109
C -3.8428 1.2087 1.9437
C -5.0687 0.8903 1.0286
O -4.9227 1.1805 -0.3863
C -5.6882 0.4005 -1.2509
N -4.1375 1.4539 3.3377
H -1.9323 0.2742 2.4650
H -2.5399 -0.2202 0.9092
H -3.2385 -0.8140 2.4033
H -3.3948 2.1147 1.5355
H -5.8949 1.5266 1.3458
H -5.4666 -0.0992 1.2538
H -5.1099 -0.5133 -1.3880
H -5.9225 0.8180 -2.2301
H -6.5521 0.0230 -0.7039
H -4.5428 0.7188 3.8993
H -4.8949 2.1207 3.3790
C -3.5055 -4.4151 1.1332
C -4.9052 -4.1156 0.7921
C -5.7123 -5.1922 0.0505
O -6.1767 -6.3737 0.8538
C -5.1608 -7.3634 1.0526
N -5.4508 -3.6656 2.0200
H -3.4005 -4.9488 2.0778
H -2.9379 -3.5030 1.3177
H -2.9655 -5.0441 0.4255
H -4.9710 -3.2660 0.1124
H -5.2570 -5.5234 -0.8829
H -6.6730 -4.7191 -0.1529
H -4.3950 -6.9582 1.7140
H -4.8405 -7.7439 0.0827
H -5.5337 -8.2443 1.5752
H -6.4445 -3.5996 1.8522
H -5.2888 -4.3795 2.7158
C 1.6575 -0.3439 5.1065
C 2.5071 0.3578 6.2698
C 3.2048 1.6605 5.8140
O 4.0952 1.6022 4.5724
C 5.1902 0.8117 4.6085
N 1.5867 0.5411 7.3879
H 1.0448 0.4045 4.6039
H 1.0159 -1.1211 5.5219
H 2.2688 -0.7314 4.2915
H 3.1476 -0.4072 6.7087
H 3.7990 2.1354 6.5947
H 2.4345 2.3544 5.4773
H 5.8122 0.9980 5.4840
H 5.8135 1.1134 3.7668
H 4.8879 -0.2351 4.6387
H 0.9310 1.2837 7.1909
H 0.9811 -0.2550 7.5282
C -1.1855 3.2930 4.4156
C -1.2136 2.8066 5.8453
C -1.7983 3.8667 6.8440
O -1.6295 3.5191 8.1721
C -0.3389 3.6134 8.7320
N -1.9215 1.4734 5.9429
H -2.1369 3.7705 4.1810
H -0.9955 2.5571 3.6344
H -0.5862 4.1764 4.1955
H -0.1634 2.6706 6.1034
H -2.8588 4.0097 6.6364
H -1.4250 4.8586 6.5894
H 0.4393 2.9417 8.3697
H -0.5585 3.5948 9.7995
H 0.0658 4.6237 8.6719
H -2.1763 1.4098 6.9182
H -2.7536 1.3575 5.3822
C 0.7640 9.7339 -1.1434
C 0.6029 8.6541 -2.2829
C 0.5140 7.2198 -1.8254
O 1.8221 6.7852 -1.4412
C 1.9309 5.5023 -1.0257
N -0.6005 9.1305 -3.0021
H 0.8545 10.7945 -1.3777
H 1.6538 9.5540 -0.5400
H -0.0396 9.7436 -0.4070
H 1.4359 8.6560 -2.9858
H 0.0450 6.6924 -2.6562
H -0.1596 7.0331 -0.9890
H 1.3516 5.2719 -0.1316
H 2.9858 5.3446 -0.8014
H 1.5616 4.9113 -1.8639
H -1.2667 9.6731 -2.4712
H -0.3100 9.7382 -3.7547
C -2.8332 0.8723 -4.1713
C -2.0643 2.0321 -4.7309
C -0.8582 2.3811 -3.8469
O -0.2261 3.5739 -4.4102
C -0.9390 4.8094 -4.5925
N -1.6753 1.8194 -6.0737
H -3.9122 0.9978 -4.2623
H -2.6223 0.4867 -3.1738
H -2.5599 -0.0419 -4.6982
H -2.7319 2.8927 -4.7724
H -0.3194 1.4377 -3.7584
H -1.0453 2.6699 -2.8126
H -1.5646 4.8473 -5.4843
H -0.1497 5.5415 -4.7629
H -1.5482 4.9498 -3.6996
H -1.0657 2.6030 -6.2592
H -0.9487 1.1183 -6.0991
C -1.6049 -5.6364 -3.0468
C -2.4845 -4.4619 -3.5861
C -1.9162 -3.0309 -3.5625
O -1.8034 -2.7561 -2.1760
C -1.1087 -1.5671 -1.8754
N -2.7806 -4.7485 -4.9571
H -2.2322 -6.5247 -3.1215
H -1.3469 -5.5554 -1.9909
H -0.7044 -5.7728 -3.6456
H -3.3479 -4.4188 -2.9221
H -2.5896 -2.3316 -4.0583
H -0.9716 -2.9782 -4.1038
H -1.9188 -0.8405 -1.8140
H -0.3720 -1.3438 -2.6471
H -0.7287 -1.5708 -0.8538
H -2.1753 -4.1209 -5.4668
H -2.3972 -5.6310 -5.2641
C 1.5963 -9.2954 0.2359
C 1.9578 -8.5709 1.5609
C 0.7911 -7.8311 2.2148
O 0.3482 -6.7777 1.3416
C 0.2395 -5.4790 1.9722
N 2.3652 -9.6207 2.4328
H 1.3801 -8.4730 -0.4461
H 0.6743 -9.8169 0.4929
H 2.3421 -9.9170 -0.2595
H 2.8618 -7.9862 1.3905
H 1.1615 -7.5390 3.1974
H -0.0189 -8.5496 2.3409
H 1.1446 -4.9187 2.2067
H -0.3473 -5.5847 2.8847
H -0.4193 -4.9245 1.3039
H 1.5762 -10.2180 2.6347
H 3.0518 -10.2109 1.9851
C 5.7419 -0.5673 -7.4025
C 5.6932 -0.4928 -5.8183
C 4.4808 0.4439 -5.3670
O 4.0804 0.0699 -4.0457
C 2.8053 0.6362 -3.6251
N 5.4770 -1.8460 -5.3609
H 6.5408 -1.2204 -7.7536
H 5.8721 0.4777 -7.6836
H 4.7935 -0.9627 -7.7665
H 6.6942 -0.1623 -5.5410
H 3.6378 0.2569 -6.0323
H 4.6329 1.4978 -5.6002
H 2.5981 0.5551 -2.5581
H 1.9960 0.1788 -4.1944
H 2.7578 1.6995 -3.8600
H 5.1899 -1.7264 -4.4000
H 4.7340 -2.3162 -5.8579
C 4.7653 3.6960 1.5665
O 3.8376 3.8107 2.6201
H 5.2919 4.6339 1.3898
H 5.3910 2.8242 1.7577
H 4.3514 3.5129 0.5749
H 4.0992 3.2712 3.3698

No. 2
210
Properties=species:S:1:pos:R:3 method="wB97M-V/def2-TZVPD" de_lowest_ev=9.1324 max_force_ev_per_a=4.2 orbital_gap_ev=9.1 e_lumo_ev=0.45 homo_energy_ev=-8.6181
C -3.2312 -0.5118 0.8952
O -3.4783 0.6497 0.3086
H -3.7921 -1.3207 0.4271
H -2.1969 -0.8513 0.9497
H -3.5953 -0.4592 1.9212
H -4.3282 0.9714 0.6182
C 0.9356 -4.8756 0.3494
O 0.7731 -3.8610 -0.5555
H 0.3628 -4.7040 1.2608
H 0.7303 -5.8759 -0.0318
H 2.0079 -4.9447 0.5322
H -0.1355 -3.7564 -0.8472
C 4.7237 0.0277 0.7957
O 4.5986 0.8479 -0.3512
H 5.5836 -0.5947 0.5485
H 5.0928 0.5665 1.6684
H 3.9914 -0.7431 1.0358
H 4.4680 0.3552 -1.1647
C -2.3046 2.8135 -3.9288
O -2.4337 1.6125 -3.1461
H -1.6887 3.5032 -3.3518
H -1.7733 2.5346 -4.8387
H -3.2785 3.2511 -4.1486
H -2.6548 1.9186 -2.2635
C -5.7397 0.2177 -2.4439
O -5.9715 -0.4475 -3.7318
H -5.5253 1.2743 -2.6044
H -6.6214 0.0003 -1.8411
H -4.9400 -0.2792 -1.8947
H -6.6979 0.0107 -4.1609
C 0.5979 1.4822 4.2487
O 0.2822 1.6750 5.5630
H 1.6375 1.1607 4.1860
H -0.1112 0.7793 3.8113
H 0.7343 2.4427 3.7518
H -0.6260 1.9834 5.5217
C -0.7471 -0.5517 -5.2790
O -2.0069 -0.2317 -5.8150
H 0.0453 -0.7890 -5.9888
H -0.4588 0.2608 -4.6119
H -0.7877 -1.4418 -4.6511
H -2.3821 0.2807 -5.0951
C -2.6135 -2.1903 -2.7933
O -1.8903 -3.3571 -2.5537
H -2.2635 -1.3872 -2.1446
H -2.5095 -1.9093 -3.8413
H -3.6496 -2.4169 -2.5419
H -1.9191 -3.9307 -3.3229
C 5.9333 -4.2251 -0.8860
O 4.6744 -3.5896 -0.6290
H 5.9390 -4.9281 -1.7189
H 6.5980 -3.3612 -0.8847
H 6.2100 -4.7845 0.0076
H 3.9930 -4.2533 -0.4995
C 0.5415 -0.1588 -0.1888
O 1.0005 -1.2717 0.5507
H 1.2873 0.4285 -0.7246
H -0.3217 -0.4232 -0.7996
H 0.4063 0.4484 0.7063
H 1.1326 -2.0886 0.0642
C 4.3453 2.9515 3.8616
O 5.7079 3.3106 4.2312
H 3.6987 3.8229 3.9646
H 4.1925 2.5574 2.8569
H 4.0812 2.2365 4.6407
H 6.2492 2.5716 3.9439
C 0.4630 6.4669 -3.3738
O 0.2370 5.1607 -3.9072
C 1.2346 4.2974 -3.2571
C 1.3874 2.9888 -3.9590
N 2.5669 2.1769 -3.5406
C 2.5912 0.8533 -4.2272
C 3.8814 0.0780 -3.8905
O 3.7146 -0.4743 -2.5927
C 2.9543 -1.6861 -2.5142
H 1.4257 6.8218 -3.7416
H 0.2708 6.4020 -2.3028
H -0.2436 7.2288 -3.7028
H 0.8074 4.1093 -2.2721
H 2.2001 4.7962 -3.1721
H 1.6789 3.2382 -4.9793
H 0.4808 2.3838 -3.9478
H 2.7008 2.0223 -2.5515
H 2.5853 1.1426 -5.2780
H 1.6721 0.2825 -4.0941
H 4.8092 0.6501 -3.8810
H 4.0641 -0.7190 -4.6112
H 1.9345 -1.3896 -2.7594
H 2.9889 -2.0621 -1.4917
H 3.2371 -2.4537 -3.2346
C -10.8801 2.5151 -1.8724
O -9.9015 3.3364 -1.2357
C -8.9610 2.7675 -0.3850
C -8.2184 3.8969 0.3998
N -6.7913 3.6940 0.6138
C -6.2699 4.5827 1.6685
C -4.7339 4.4095 1.8473
O -4.0342 5.0199 0.7309
C -2.5964 5.0010 0.8984
H -11.2787 1.7627 -1.1918
H -10.4419 2.0114 -2.7340
H -11.6978 3.1126 -2.2753
H -8.2831 2.1389 -0.9625
H -9.4947 2.1507 0.3379
H -8.6975 3.7228 1.3633
H -8.3543 4.8689 -0.0745
H -6.1756 4.0562 -0.1002
H -6.8239 4.3185 2.5692
H -6.4296 5.6391 1.4526
H -4.4991 3.3472 1.7800
H -4.4914 4.8817 2.7993
H -2.3507 5.8807 1.4932
H -2.1198 5.0535 -0.0804
H -2.1766 4.1356 1.4112
C 6.2518 6.5665 -1.4487
O 6.4225 5.2928 -0.7630
C 5.4156 4.6152 0.0320
C 4.5320 5.4840 0.9700
N 3.3605 6.1356 0.3413
C 2.3007 6.5752 1.2636
C 1.5569 5.4504 2.0211
O 0.5611 4.7339 1.2435
C 1.0266 3.5573 0.5766
H 5.4389 6.5871 -2.1745
H 7.2145 6.8587 -1.8681
H 6.0007 7.2643 -0.6499
H 6.0297 3.8835 0.5569
H 4.7500 3.9953 -0.5687
H 5.1940 6.1726 1.4950
H 4.1976 4.8443 1.7867
H 3.6108 6.8988 -0.2710
H 1.4786 7.0515 0.7293
H 2.7119 7.2637 2.0019
H 1.0075 5.9161 2.8392
H 2.1761 4.8709 2.7058
H 1.7429 3.9949 -0.1188
H 0.2678 3.0461 -0.0159
H 1.5842 2.8147 1.1473
C 1.0892 -8.9655 1.6277
O 1.7415 -7.7959 1.1450
C 3.1476 -7.6337 1.4894
C 3.1938 -7.0404 2.8872
N 2.4016 -5.7550 2.9920
C 2.4830 -5.2320 4.3437
C 1.4343 -4.0207 4.2056
O 0.1590 -4.5695 3.7680
C -0.9453 -3.7999 4.0320
H 0.0214 -9.0535 1.4277
H 1.2543 -8.9477 2.7050
H 1.5810 -9.8742 1.2806
H 3.5433 -6.9300 0.7570
H 3.7714 -8.5259 1.4358
H 4.2407 -6.8457 3.1204
H 2.7915 -7.7191 3.6393
H 1.4329 -5.9916 2.8316
H 3.4678 -4.8970 4.6692
H 2.1841 -5.9977 5.0597
H 1.8165 -3.2161 3.5773
H 1.3257 -3.5079 5.1612
H -0.6644 -2.9037 3.4787
H -1.0067 -3.6252 5.1062
H -1.8818 -4.2467 3.6983
C -2.8053 -0.6822 5.5016
O -3.6965 0.0928 6.2433
C -4.4117 1.0537 5.4290
C -3.5855 2.1270 4.6757
N -2.5025 2.7125 5.5272
C -2.2145 4.2187 5.3506
C -3.3770 5.1411 5.7818
O -3.6982 4.7859 7.1346
C -4.5767 5.7069 7.7766
H -3.2813 -1.0388 4.5882
H -2.4417 -1.5695 6.0198
H -1.9776 -0.0772 5.1315
H -5.1451 1.5682 6.0499
H -5.0013 0.5452 4.6661
H -4.2181 2.9645 4.3816
H -3.0856 1.8870 3.7374
H -2.6277 2.4670 6.4989
H -1.9629 4.2381 4.2902
H -1.3416 4.5420 5.9177
H -4.2614 5.0848 5.1472
H -3.0889 6.1865 5.8931
H -5.5800 5.6386 7.3561
H -4.3151 6.7649 7.7930
H -4.6372 5.3329 8.7986
C 2.0616 -8.6367 -7.5553
O 2.8323 -7.9372 -6.4904
C 3.2400 -6.6460 -7.0315
C 3.7374 -5.8659 -5.8166
N 2.6161 -5.7611 -4.8989
C 3.2122 -5.3333 -3.6483
C 3.5948 -6.6563 -2.8560
O 2.7477 -7.8308 -2.9488
C 1.4494 -7.6194 -2.5120
H 2.6896 -8.7455 -8.4396
H 1.2213 -8.0971 -7.9922
H 1.8733 -9.6835 -7.3166
H 2.3205 -6.2158 -7.4285
H 3.9073 -6.7329 -7.8889
H 4.1234 -4.8880 -6.1042
H 4.4963 -6.5139 -5.3781
H 2.2440 -6.6989 -4.8539
H 2.4868 -4.7739 -3.0576
H 4.0884 -4.7028 -3.7996
H 3.5740 -6.4895 -1.7791
H 4.6092 -6.9711 -3.1013
H 1.0153 -6.7732 -3.0445
H 1.5417 -7.3950 -1.4493
H 0.9126 -8.5517 -2.6869